This record from the OMol25 dataset describes an isolated molecule of ClFIPS in a non-equilibrium geometry. The level of theory is ωB97M-V with the def2-TZVPD basis set.

Structure (ORCA input):
```
! wB97M-V def2-TZVPD RIJCOSX def2/J DEFGRID3
* xyz 0 1
F 0.951 -0.652 -0.862
P 0.983 0.474 0.355
S -3.353 1.168 -0.885
Cl 1.360 -0.720 1.816
I -1.840 0.510 0.775
*
```

Summary:
HOMO level (spin up / spin down): -8.2 / -8.2 eV
E: -1597.27383 hartree

---

This record from the OMol25 dataset describes a cluster of 12 separate species, C48H57BCl2F14N2O42PS in total in a non-equilibrium geometry. The level of theory is ωB97M-V with the def2-TZVPD basis set.

Structure (ORCA input):
```
! wB97M-V def2-TZVPD RIJCOSX def2/J DEFGRID3
* xyz -1 1
C 1.598 -1.994 2.912
C 1.060 -1.148 1.757
C -0.445 -1.338 1.471
C -1.299 -0.299 2.238
N -2.013 0.566 1.294
C -2.559 1.840 1.736
C -4.064 1.896 1.449
C -4.569 3.314 1.346
O -5.010 3.938 2.288
O -2.018 2.850 0.864
P -0.699 3.752 1.446
F -1.937 4.895 1.880
C 0.644 2.465 1.024
S 2.025 2.882 0.029
O 2.355 4.285 0.029
O 3.109 1.980 0.371
B 0.463 4.919 2.551
O 0.025 6.069 3.150
O 1.768 4.496 2.816
C 2.039 3.992 4.113
C -0.598 4.699 -0.217
Cl -0.345 6.404 -0.076
C -0.724 4.256 -1.479
C -0.690 5.103 -2.715
Cl -0.937 2.548 -1.814
O -0.889 2.863 3.012
C -2.162 2.384 3.114
N -2.331 1.474 4.305
C -1.186 1.493 5.164
O -0.561 0.532 5.455
F -0.872 2.684 5.650
C -3.535 1.674 4.985
O -4.608 1.315 4.624
F -3.383 2.290 6.169
H 1.537 -1.475 3.863
H 2.648 -2.246 2.755
H 1.068 -2.941 2.971
H 1.627 -1.410 0.861
H 1.289 -0.099 1.943
H -0.733 -2.337 1.788
H -0.566 -1.204 0.396
H -2.014 -0.866 2.841
H -0.624 0.278 2.856
H -2.684 0.029 0.766
H -4.641 1.376 2.214
H -4.251 1.415 0.491
H -4.511 3.781 0.349
H 1.064 2.079 1.948
H 0.164 1.612 0.541
H 1.675 2.543 -1.231
H 0.393 6.159 4.036
H 3.107 3.795 4.166
H 1.811 4.715 4.906
H 1.531 3.046 4.301
H -1.372 5.945 -2.607
H 0.311 5.493 -2.893
H -1.013 4.532 -3.582
H -2.850 3.226 3.273
C 2.143 -6.029 5.592
C 1.828 -6.111 4.114
O 2.500 -4.982 3.600
C 3.562 -4.724 4.420
O 4.472 -4.021 4.150
O 3.428 -5.407 5.585
F 0.498 -6.000 3.871
H 1.427 -5.390 6.112
H 2.188 -6.999 6.080
H 2.201 -7.010 3.618
C -4.039 1.041 -2.979
C -4.394 -0.076 -3.932
O -3.931 -1.227 -3.242
C -3.994 -0.949 -1.906
O -3.944 -1.766 -1.048
O -4.150 0.374 -1.710
F -3.726 0.047 -5.103
H -3.021 1.402 -3.118
H -4.723 1.883 -3.030
H -5.457 -0.179 -4.125
C 4.752 -0.222 6.655
C 3.385 -0.861 6.727
O 3.623 -1.990 7.560
C 4.666 -1.685 8.377
O 4.960 -2.295 9.351
O 5.312 -0.586 7.928
F 2.955 -1.278 5.521
H 5.350 -0.659 5.855
H 4.720 0.856 6.535
H 2.614 -0.236 7.181
C -5.262 -3.812 -4.960
C -5.955 -2.947 -5.987
O -5.333 -3.363 -7.195
C -4.950 -4.654 -7.032
O -4.627 -5.379 -7.915
O -4.980 -5.000 -5.725
F -5.707 -1.631 -5.772
H -4.329 -3.359 -4.622
H -5.880 -4.043 -4.102
H -7.031 -3.099 -6.061
C 6.709 2.864 2.923
C 7.239 1.523 3.383
O 6.284 1.139 4.354
C 5.096 1.730 4.013
O 4.041 1.424 4.449
O 5.302 2.699 3.099
F 8.459 1.625 3.970
H 7.067 3.671 3.563
H 6.943 3.092 1.886
H 7.285 0.761 2.604
C -1.231 -6.217 -6.265
C -1.748 -5.592 -4.994
O -0.617 -4.913 -4.490
C 0.166 -4.582 -5.563
O 1.052 -3.801 -5.539
O -0.236 -5.268 -6.665
F -2.147 -6.524 -4.092
H -0.761 -7.184 -6.082
H -1.997 -6.328 -7.027
H -2.558 -4.881 -5.154
C -7.658 -3.565 -1.080
C -8.536 -4.798 -1.064
O -9.251 -4.679 -2.288
C -8.473 -3.981 -3.150
O -8.642 -3.908 -4.324
O -7.458 -3.376 -2.489
F -9.412 -4.794 -0.035
H -8.179 -2.701 -0.667
H -6.709 -3.695 -0.568
H -7.992 -5.744 -1.061
C 4.919 5.295 -1.565
C 4.507 5.559 -2.995
O 5.168 6.790 -3.276
C 6.272 6.846 -2.493
O 7.171 7.610 -2.654
O 6.219 5.920 -1.522
F 3.176 5.729 -3.136
H 4.250 5.782 -0.855
H 4.986 4.240 -1.317
H 4.843 4.807 -3.712
C -1.839 -4.797 -9.955
C -1.474 -4.853 -11.422
O -0.301 -5.646 -11.412
C -0.369 -6.473 -10.330
O 0.311 -7.426 -10.161
O -1.340 -6.054 -9.484
F -1.185 -3.630 -11.929
H -1.320 -3.985 -9.444
H -2.908 -4.717 -9.774
H -2.223 -5.329 -12.057
C 9.330 9.237 -1.213
C 8.632 9.699 0.045
O 9.686 10.313 0.770
C 10.598 10.770 -0.135
O 11.463 11.540 0.111
O 10.366 10.225 -1.350
F 8.136 8.669 0.771
H 9.780 8.253 -1.079
H 8.686 9.220 -2.083
H 7.837 10.429 -0.119
C -4.047 -5.716 4.313
C -4.291 -5.634 2.822
O -3.548 -4.496 2.455
C -2.514 -4.369 3.344
O -1.570 -3.683 3.181
O -2.737 -5.158 4.428
F -5.604 -5.431 2.524
H -4.759 -5.099 4.864
H -4.069 -6.731 4.701
H -3.934 -6.497 2.255
*
```

Summary:
HOMO level: -6.2 eV
E: -8216.08079 hartree